[1]
The following is a quantum chemistry calculation of 4 unconnected molecules or ions with the total composition C16H44N4O7P, from the OMol25 dataset.

XYZ file:
```
72
Properties=species:S:1:pos:R:3:forces:R:3
O 1.782 1.258 4.262 -0.20 -0.07 0.00
P 1.582 1.657 2.884 0.44 -0.16 0.27
O 1.775 3.169 2.514 -0.01 -0.22 -0.09
O 2.346 0.864 1.771 -0.62 0.03 -0.32
N -0.162 1.451 2.451 -0.01 0.37 0.10
C -0.825 2.631 1.779 -0.47 0.22 -0.17
C -2.351 2.378 1.708 -0.12 0.12 -0.06
O -2.696 1.019 1.867 0.24 -0.10 -0.18
C -2.230 0.387 3.048 0.04 -0.20 0.06
C -1.028 1.096 3.641 -0.13 -0.11 -0.02
H 2.703 3.445 2.536 0.03 0.20 0.01
H 1.938 0.058 1.401 0.49 -0.36 -0.12
H -0.238 0.665 1.797 0.02 0.02 -0.03
H -0.389 2.799 0.796 0.17 -0.14 0.06
H -0.650 3.515 2.388 0.27 -0.08 0.02
H -2.698 2.657 0.715 -0.04 -0.01 0.03
H -2.879 3.017 2.422 0.06 -0.10 0.11
H -1.915 -0.615 2.740 -0.09 -0.03 0.05
H -3.015 0.255 3.797 -0.05 0.24 -0.02
H -1.261 2.036 4.139 0.00 -0.03 0.02
H -0.491 0.456 4.335 0.11 0.04 -0.07
C -1.005 7.746 -1.400 -0.06 0.01 0.01
C -1.013 6.332 -1.973 0.12 0.13 0.02
C -0.853 5.235 -0.912 -0.10 -0.16 -0.12
O 0.464 5.059 -0.414 -0.11 -0.05 0.20
C 0.843 5.969 0.604 0.06 0.00 -0.06
N -0.018 6.246 -3.037 0.03 -0.21 0.07
H 0.004 8.063 -1.135 0.00 -0.01 0.00
H -1.378 8.446 -2.144 0.03 0.00 -0.01
H -1.636 7.823 -0.512 0.00 0.00 0.00
H -1.994 6.165 -2.430 -0.01 -0.03 0.04
H -1.114 4.278 -1.376 0.05 0.00 -0.02
H -1.553 5.399 -0.078 0.02 0.07 0.00
H -0.004 6.216 1.253 0.00 0.01 0.00
H 1.252 6.894 0.196 -0.04 0.02 0.01
H 1.618 5.488 1.199 0.00 0.00 0.00
H -0.088 5.356 -3.520 -0.07 0.05 -0.07
H 0.911 6.253 -2.625 0.00 0.10 -0.02
C 4.256 -3.874 -0.294 0.00 -0.06 -0.03
C 3.013 -3.826 0.588 0.21 0.13 -0.04
C 1.824 -3.109 -0.060 -0.17 -0.21 0.17
O 1.913 -1.684 -0.076 0.00 0.44 0.18
C 2.678 -1.139 -1.146 -0.01 0.06 -0.03
N 3.385 -3.276 1.893 -0.28 0.09 -0.01
H 4.770 -2.912 -0.313 -0.01 0.01 0.00
H 4.959 -4.607 0.097 0.01 0.03 0.03
H 4.006 -4.153 -1.319 0.00 0.01 0.00
H 2.682 -4.856 0.754 -0.04 0.01 -0.03
H 0.929 -3.334 0.525 0.00 0.06 0.01
H 1.644 -3.477 -1.076 0.03 0.02 -0.01
H 2.558 -1.735 -2.053 0.00 0.00 0.01
H 3.738 -1.074 -0.897 0.00 -0.05 -0.02
H 2.306 -0.132 -1.338 -0.02 -0.01 -0.01
H 2.609 -3.349 2.544 0.05 -0.10 0.04
H 3.567 -2.281 1.793 0.14 -0.03 0.00
C -3.520 -6.031 -1.670 -0.02 -0.04 0.03
C -2.226 -6.509 -2.320 -0.11 0.10 -0.03
C -0.965 -5.867 -1.728 0.07 -0.11 -0.01
O -0.730 -4.529 -2.138 0.00 0.02 0.07
C -1.429 -3.537 -1.420 0.10 0.05 -0.07
N -2.330 -6.332 -3.767 0.18 0.03 0.01
H -3.791 -5.031 -2.010 0.01 0.00 0.00
H -4.338 -6.697 -1.942 0.00 0.02 -0.03
H -3.439 -6.017 -0.581 0.00 0.00 0.00
H -2.135 -7.583 -2.130 0.03 0.01 0.03
H -0.096 -6.430 -2.075 0.01 0.04 -0.03
H -0.979 -5.925 -0.631 -0.04 0.01 0.00
H -1.536 -3.812 -0.364 -0.04 0.01 0.00
H -2.419 -3.337 -1.837 -0.02 -0.05 0.04
H -0.838 -2.621 -1.490 -0.03 0.02 0.04
H -1.532 -6.754 -4.230 -0.06 -0.08 -0.01
H -2.262 -5.340 -3.979 -0.08 0.00 0.00
```
Forces are in eV/Å.

Properties
Gap between HOMO and LUMO, Eh: 0.2888
Total charge: +1
F_max, Eh/bohr: 0.0137
LUMO energy, eV: -3.055
Calculated total energy, hartree: -1722.85906
Highest occupied orbital energy, eV: -10.91

---

[2]
The following is a quantum chemistry calculation of a molecular structure, C3H4Cl2 in a non-equilibrium geometry, from the OMol25 dataset.

XYZ file:
```
9
Properties=species:S:1:pos:R:3:forces:R:3
C 1.379 -0.097 -0.099 -0.25 2.00 -0.47
C -0.184 -0.278 0.051 0.91 -5.95 2.63
C -1.375 0.229 0.003 0.52 3.94 -0.50
H 1.891 0.470 1.115 -1.38 -2.46 -3.96
H 1.489 0.905 -0.909 0.02 -3.29 2.27
H 1.875 -1.328 -0.680 -1.35 4.39 2.31
H -0.657 -1.415 0.618 2.43 2.48 -2.15
Cl -1.546 2.020 -0.031 0.06 -0.33 -0.42
Cl -2.873 -0.507 -0.068 -0.97 -0.77 0.29
```
Forces are in eV/Å.

Properties
Gap between HOMO and LUMO, Eh: 0.3585
F_max, Eh/bohr: 0.1277
LUMO energy, eV: 0.376
Energy relative to the best compared isomer or geometry (same formula, charge and spin), kcal/mol: 111.4
Calculated total energy, hartree: -1036.89415
Highest occupied orbital energy, eV: -9.38

---

[3]
The following is a quantum chemistry calculation of 2 unconnected molecules or ions with the total composition C23H24ClNO5 in a non-equilibrium geometry, from the OMol25 dataset.

XYZ file:
```
54
Properties=species:S:1:pos:R:3:forces:R:3
C -0.286 -0.628 3.467 0.15 0.73 -0.18
C 0.055 -0.209 2.023 -0.93 -1.08 0.11
C -1.248 -0.110 1.213 0.42 0.41 0.38
C -2.154 1.023 1.694 0.24 -0.15 -1.06
N -3.522 0.812 1.178 0.69 -0.29 1.79
C -4.584 0.766 2.182 -0.64 -0.34 -2.95
C -5.351 2.089 2.195 -0.06 -0.08 0.62
O -4.298 0.271 3.474 0.08 0.57 0.45
C -5.532 -0.150 3.935 0.88 0.82 -5.39
O -5.816 -0.322 5.010 -1.20 -0.89 5.97
O -6.402 -0.333 2.879 -0.03 -0.03 -0.22
C -5.508 -0.397 1.753 0.24 -0.61 0.24
C -4.850 -1.789 1.809 0.22 0.44 -0.48
Cl -6.183 -0.187 0.125 -0.65 0.34 0.56
H -0.434 0.266 4.062 -0.07 0.05 0.36
H -1.215 -1.186 3.500 -0.15 -0.23 -0.01
H 0.491 -1.217 3.937 0.21 -0.09 0.05
H 0.619 -1.028 1.590 0.46 0.11 -0.28
H 0.637 0.703 2.005 0.20 0.16 -0.13
H -1.074 0.037 0.153 0.25 0.06 -0.25
H -1.758 -1.064 1.281 -0.25 -0.21 0.20
H -1.749 1.928 1.246 0.02 0.32 0.11
H -2.098 1.160 2.768 -0.33 -0.16 0.21
H -3.780 1.516 0.508 0.03 0.11 -0.04
H -4.678 2.913 2.013 0.23 0.24 -0.02
H -6.111 2.063 1.427 -0.10 0.14 -0.30
H -5.864 2.274 3.134 -0.03 -0.03 0.17
H -5.304 -2.390 2.585 -0.11 -0.06 0.21
H -4.972 -2.300 0.868 0.05 -0.16 -0.20
H -3.793 -1.671 2.003 0.23 -0.12 0.04
O 1.709 0.266 -1.482 0.00 0.02 0.00
C 2.766 0.094 -2.052 -0.26 0.03 0.16
C 3.412 -1.247 -2.069 0.12 0.03 -0.07
C 2.780 -2.313 -1.441 -0.06 -0.15 0.06
C 3.350 -3.574 -1.479 0.06 -0.01 -0.03
C 4.555 -3.776 -2.146 -0.06 0.03 0.04
C 5.196 -2.714 -2.760 0.05 -0.17 0.01
C 4.632 -1.446 -2.719 -0.13 0.06 0.04
C 5.342 -0.310 -3.369 0.29 -0.05 -0.14
O 6.427 -0.471 -3.888 -0.06 0.01 0.02
C 4.686 1.027 -3.371 -0.12 -0.04 0.08
C 5.316 2.092 -4.002 0.05 0.15 -0.08
C 4.704 3.333 -4.038 -0.06 0.00 0.03
C 3.460 3.516 -3.444 0.07 -0.01 -0.02
C 2.834 2.462 -2.803 -0.06 0.17 -0.02
C 3.445 1.215 -2.758 0.11 -0.06 -0.06
H 1.842 -2.155 -0.927 0.01 0.12 -0.05
H 2.855 -4.404 -0.992 0.00 0.01 0.00
H 4.993 -4.765 -2.184 0.00 0.01 0.01
H 6.135 -2.869 -3.274 0.00 0.13 -0.01
H 6.282 1.947 -4.467 -0.02 -0.12 0.03
H 5.195 4.161 -4.534 0.00 -0.01 0.00
H 2.979 4.486 -3.482 0.01 -0.01 0.00
H 1.868 2.604 -2.337 0.02 -0.12 0.05
```
Forces are in eV/Å.

Properties
Gap between HOMO and LUMO, Eh: 0.3001
SMILES: CCCCN[C@]1(C)OC(=O)O[C@@]1(C)Cl.O=C1c2ccccc2C(=O)c2ccccc21
F_max, Eh/bohr: 0.1197
LUMO energy, eV: -1.070
Calculated total energy, hartree: -1781.98963
Highest occupied orbital energy, eV: -9.24